Record 1
Below is a cluster of 6 separate species, C49H53N2O23 in total, with properties calculated with the ωB97M-V functional and the def2-TZVPD basis.

Structure (XYZ):
```
127
Properties=species:S:1:pos:R:3:lowdin_charge:R:1
C -0.87932 3.89019 4.07037 -0.30
O -7.28871 -5.78879 4.02236 0.12
O 1.90304 -6.89695 -4.55189 0.10
H 5.10875 1.64060 -1.42491 0.13
H -1.26447 3.51295 6.18140 0.13
H -4.33515 1.66659 2.96553 0.12
H -1.09495 3.93932 1.77080 0.11
H -1.75310 -5.54224 -3.15837 0.11
C 10.78995 2.88866 1.10798 -0.31
C 10.54566 0.90662 -0.27644 -0.23
C -7.73390 -3.52226 4.47265 0.08
H 5.33497 -2.17473 -0.95682 0.08
H 10.25983 -0.61597 -1.30996 0.12
H -2.54761 0.15279 0.06686 0.10
H 4.71144 -2.55587 -2.62749 0.07
C -5.32517 4.02311 5.31033 -0.31
O -1.92666 3.42747 3.65019 0.10
H -7.57169 -0.42099 4.51209 0.12
C -2.45468 -4.68915 -3.09051 -0.01
H -5.55071 -6.11798 2.83456 0.12
C -5.58484 3.39543 2.53453 -0.30
C -3.88290 -4.77490 -3.38439 -0.06
H 6.32049 -0.09585 -1.70018 0.09
C 11.33068 1.87713 0.20145 0.08
O 8.41488 -0.07049 -0.38419 0.09
H 12.37783 1.95155 -0.05774 0.14
C -6.17110 -1.91610 3.42982 -0.30
O -5.87874 -0.74477 3.25592 0.08
O -5.19773 4.23721 6.50070 0.12
O 0.94342 4.50876 7.19903 0.12
C -4.70345 -0.19891 0.47150 -0.09
O -6.91535 5.40652 2.29319 0.10
C -3.52366 0.48829 -0.36300 -0.19
O 11.46257 3.79720 1.55554 0.12
H 1.99131 5.37662 2.80788 0.14
O -0.21614 4.36458 1.79008 0.08
H -1.83412 -1.13433 -4.47038 0.13
H -5.45884 0.58605 0.74888 0.07
C -6.09299 4.90121 4.42706 0.08
H 6.08769 -8.75170 -4.13003 0.14
C -3.58272 1.59203 -2.64491 -0.07
H 6.84092 -6.51980 -1.46483 0.12
O 2.62418 5.52858 5.34278 0.13
C 1.26623 4.97470 3.50247 0.08
O 8.88163 3.71230 2.34872 0.11
C -1.62928 -0.42719 -3.62116 -0.10
O -0.56742 3.59558 -3.56629 -0.11
H -3.61724 1.58359 -0.14919 0.09
C 4.69184 -6.18061 -2.26051 -0.31
C 4.28656 1.33812 -2.11558 -0.16
H 0.53497 1.72994 -2.31418 0.12
C -4.80090 2.53451 3.41113 0.05
H 0.58886 2.42967 -0.62963 0.13
C -1.94672 3.32909 -3.45325 -0.15
O -8.03834 -1.22562 4.80823 0.11
H -5.19653 -1.02384 -0.10355 0.08
H -4.23830 1.49581 -3.55498 0.15
C 0.61179 4.46317 5.89980 -0.22
C -6.21644 4.61382 3.12791 -0.23
H -0.96829 -3.08782 -2.50921 0.12
H 0.68234 4.77170 -2.34778 0.15
C 9.09888 0.82044 0.08999 -0.31
C 3.38918 -6.11173 -2.92154 0.07
H -2.67215 1.02303 -4.93134 0.15
C -7.36076 -2.25505 4.26870 -0.23
C 0.11322 4.43845 3.09794 -0.23
C 0.04476 3.85283 -2.28199 -0.12
H -4.71959 -0.16182 -2.06164 0.13
C 2.87194 1.53820 -1.42379 -0.17
O 3.75293 -8.71252 -5.31171 0.12
H 6.53915 -2.61959 -2.25517 0.08
C -6.97802 -4.62259 3.87658 -0.31
O 11.01982 -0.03706 -1.11002 0.11
N -4.38864 -2.42374 -3.01428 0.09
H -1.85846 -1.01634 -1.52346 0.13
H 1.81952 4.94003 7.23210 0.12
C 5.66238 -0.57631 -2.46806 -0.27
O -5.07967 -5.31288 2.54284 0.11
C -3.66135 0.15704 -1.92928 -0.21
H -6.85476 4.98168 1.41698 0.11
C 5.38298 -8.01890 -3.76178 0.08
O 6.87888 -7.21320 -2.15125 0.11
H 7.52036 1.73302 1.28539 0.13
C -5.77171 -4.28411 3.05971 -0.23
N -2.15994 1.90687 -3.01767 -0.06
H 2.94051 1.45113 -0.30255 0.14
H -6.54624 5.77778 4.86934 0.14
C 9.34929 2.78608 1.49574 -0.23
O 2.26245 2.77693 -1.83245 -0.14
H -4.02961 2.40798 -2.03217 0.14
C -3.08224 -2.31167 -2.73388 -0.26
C -2.03722 -3.32142 -2.73203 -0.01
C 3.09412 -6.94195 -3.92569 -0.23
H -4.53251 -2.75939 2.26308 0.12
O -5.73802 3.16090 1.34448 0.08
H 2.26794 0.64177 -1.75163 0.12
H 4.23891 1.96924 -3.04904 0.14
C 8.56383 1.81680 1.01442 0.07
H -1.57862 1.66101 -2.20608 0.17
H -5.88515 -3.88656 -3.54422 0.12
C 0.85663 2.63629 -1.70740 -0.20
H -4.29987 -0.57411 1.44260 0.05
H -8.59365 -3.78002 5.07555 0.14
H -0.55344 -0.61224 -3.34249 0.12
C -4.67281 2.82101 4.70931 -0.24
H 9.64108 4.29548 2.54410 0.12
O 4.99487 -5.45344 -1.33324 0.10
H 2.68995 -5.36878 -2.56339 0.13
C 5.56504 -2.10561 -2.05589 -0.08
H -0.77815 4.06822 -1.54951 0.12
H 6.22390 -0.52410 -3.44250 0.12
H -2.50011 4.05908 -2.81396 0.16
H -2.35038 3.40969 -4.49987 0.17
C -2.55367 -0.85435 -2.39451 -0.19
C -1.84407 1.01902 -4.17317 -0.12
C 4.07206 -7.96546 -4.40623 -0.31
C 1.59382 5.03691 4.92839 -0.31
C -5.40102 -3.01606 2.85330 0.07
C -0.54491 3.92922 5.49013 0.09
H -0.92778 1.33072 -4.74246 0.15
H 1.94058 -7.59587 -5.23390 0.12
H -4.28229 -5.77598 -3.67663 0.10
H -4.01588 2.45761 6.41107 0.12
C 5.67977 -7.18573 -2.75887 -0.23
C -4.81479 -3.67614 -3.32574 -0.11
O 4.34706 -0.02388 -2.55001 -0.17
O -3.95205 2.03952 5.53038 0.10
```

M ... 1038.0 g mol⁻¹
E ... -101732.88612 eV
Charge ... +1

---

Record 2
Below is a structure of composition C49H54GeN6ReSSbSe4, with properties calculated with the ωB97M-V functional and the def2-TZVPD basis.

Structure (XYZ):
```
117
Properties=species:S:1:pos:R:3:lowdin_charge:R:1
N -0.00148 2.64447 -4.34631 -0.02
H 3.39045 -3.37732 -3.15218 0.11
C -3.64334 -3.15019 6.39502 -0.10
Re 0.23583 0.83111 0.65825 0.82
H -1.18689 3.12842 -6.04340 0.08
H -1.88278 5.25511 -2.19986 0.05
H 0.56728 -3.46966 4.68162 0.08
H -3.56557 -5.13592 5.60310 0.12
Se -3.95880 5.02664 2.17042 -0.09
H -3.27630 -5.08918 -3.23192 0.11
H -1.09683 -1.43483 -3.89807 0.11
C 4.49235 4.12745 1.12712 -0.07
C 4.64571 -4.21679 -0.10987 -0.06
C -3.21736 -3.58759 4.07014 -0.24
C -0.36815 -2.71729 -2.35515 -0.31
H 5.16785 -4.67913 -2.14188 0.09
H 3.89747 4.21365 2.07410 0.11
S 0.24214 3.59794 -1.91418 0.52
H -2.63629 1.40206 2.86888 -0.01
C -5.01534 0.64302 -0.93105 -0.10
N -1.51849 -0.16319 1.32510 -0.05
H -5.91791 0.91157 -1.47323 0.10
H 3.27575 2.26207 -5.89084 0.11
C -2.36420 -3.14118 -3.66154 -0.09
C 2.56811 0.44272 2.60383 -0.14
C 1.78388 -0.35408 -3.40939 -0.24
Se -1.24441 2.35486 -0.73863 0.32
H -3.74559 -1.10896 7.00141 0.11
C 0.61008 -0.33827 -0.50432 -0.41
H 3.49137 2.56217 -3.44522 0.07
Sb -1.62318 4.68429 1.75535 -0.01
C 2.61181 2.91606 0.15282 -0.11
C 2.77492 5.32735 -0.19263 -0.07
C 2.82221 -2.66605 0.10860 -0.11
H 3.99718 -3.40369 1.79610 0.12
C -3.45138 -4.05439 5.38117 -0.04
C 2.51586 0.73438 -2.92868 -0.11
H 5.16189 3.24111 1.28911 0.10
H -2.78129 -5.52340 3.32998 0.10
C -3.64212 1.36286 2.56917 -0.07
H 3.76693 3.51830 -2.15511 0.03
C -3.22833 -1.30555 4.92597 -0.02
H -3.80828 -3.54125 7.39904 0.11
H -3.48283 -1.73911 1.84871 0.13
C -2.57762 4.79253 -2.91054 -0.09
H 5.25775 2.98689 -1.20604 0.13
N -0.55349 -1.49714 2.99656 0.17
N -1.83632 3.95911 -3.78732 -0.03
C -3.49164 -1.79153 6.18771 -0.08
H 4.45060 0.00961 3.59378 0.08
C -4.88269 1.11357 0.35944 -0.04
C 1.69916 -0.54209 -4.76632 -0.11
H -1.89973 -4.17884 2.52899 0.08
N 1.86057 2.06219 0.30975 -0.01
C -4.04372 -0.16893 -1.46695 -0.08
Ge 1.16258 -1.59894 -1.91503 0.97
H 5.32232 -4.84949 0.35717 0.07
C -1.29114 -2.37612 -3.33054 -0.16
C -3.13018 -2.19718 3.87632 -0.18
H 3.53463 6.08803 -0.06586 0.09
H -4.15683 2.33128 2.63302 -0.01
H 0.22713 -2.24362 5.85913 0.09
C -2.75567 0.07032 0.54689 -0.35
H 2.25061 5.37809 -1.17904 0.06
C 3.84950 -3.40456 0.69088 -0.07
H 4.92009 4.72520 -1.63254 0.09
C 2.83213 -1.21220 4.32128 -0.07
H -0.98752 1.33822 -5.67364 0.09
C -2.43360 -4.39879 -3.00213 -0.08
C -2.87864 -0.47367 -0.70748 -0.06
C 3.50290 -3.37829 -2.06227 -0.12
H -4.17622 0.62597 3.17116 0.07
C 4.50925 -4.12132 -1.52937 -0.08
H -2.32466 3.49072 -4.54005 0.13
H -3.11868 -2.90799 -4.45807 0.12
H -3.05568 5.50838 -3.56800 0.09
Se -0.20872 2.89728 2.72446 0.00
C -0.56429 2.33612 -5.65038 -0.05
H -1.48055 -5.89394 -1.75180 0.10
C 4.44310 3.79714 -1.34891 -0.03
H 1.16969 -1.39969 -5.17383 0.10
C 2.63797 -2.63902 -1.25332 -0.30
H -3.13838 -0.22343 4.73936 0.12
H 3.00104 1.21102 2.00884 0.05
H 1.86600 -2.97740 5.75238 0.07
H -4.14167 -0.61150 -2.44304 0.09
H -0.79204 -2.29008 3.61355 0.12
H -1.99494 -0.98268 -1.07320 0.08
C 1.46992 -1.49825 4.24400 -0.22
H -3.30132 4.20805 -2.35440 0.08
H 1.92898 5.38135 0.53474 0.03
C 3.41310 -0.20876 3.53226 -0.07
C 0.75969 -0.95817 3.16724 -0.20
N -2.79231 -1.69536 2.53809 0.14
H 2.54407 0.89833 -1.87555 0.07
H 0.92386 2.22966 -4.09575 0.08
C -3.73321 0.86048 1.12935 -0.23
H -3.57094 -4.39414 2.13760 0.09
H 2.08930 0.21987 -6.75296 0.11
C -1.47458 -4.85904 -2.06810 -0.07
C 2.98709 1.68889 -3.81334 -0.11
C 2.17244 0.43504 -5.67975 -0.11
Se -0.70046 6.59571 0.62375 -0.11
C -0.43679 -3.97356 -1.73890 -0.10
C 2.86969 1.54249 -5.20530 -0.09
C 1.02448 -2.59911 5.18558 -0.05
C -1.60819 -1.08090 2.25420 -0.36
H 3.47480 -1.77580 5.00281 0.10
C 3.58784 4.02203 -0.07256 -0.57
C -2.86607 -4.47393 2.96885 -0.05
H 0.36309 2.24260 -6.30780 0.10
H 5.23903 4.92095 1.06468 0.09
C 1.29342 0.01787 2.29478 -0.30
C -0.66268 3.37624 -3.44096 -0.66
H 2.23304 -2.09008 0.81462 0.08
H 0.46000 -4.20849 -1.08337 0.11
H -5.63160 1.82220 0.80965 0.13
```

M ... 1455.5 g mol⁻¹
E ... -398034.16416 eV